[1]
ORCA calculation (ωB97M-V with the def2-TZVPD basis set) on a single C20H27FN4O4 molecule.

```
56
Properties=species:S:1:pos:R:3:nbo_charge:R:1
C 3.0240 -0.5254 0.2290 -0.618
C 1.6008 -0.9956 -0.0555 -0.216
N 0.6174 0.0821 -0.0106 -0.456
C -0.3466 0.2693 1.0797 -0.218
C -0.3009 -0.7348 2.2260 -0.050
C 0.9016 -0.5956 3.1534 -0.622
N -1.5332 -0.5307 2.9791 -0.604
C -2.0652 -1.5191 3.7355 0.657
O -1.5762 -2.6368 3.7992 -0.630
C -3.2867 -1.1404 4.4873 0.047
C -3.8018 0.1062 4.7985 -0.369
C -4.9493 -0.1895 5.5420 0.427
O -5.7987 0.7106 6.0792 -0.661
N -5.1354 -1.4882 5.6796 -0.329
N -4.1076 -2.0631 5.0291 -0.125
C -4.0144 -3.5121 5.0086 -0.400
C 0.4418 0.9690 -1.0347 0.670
O -0.2916 1.9324 -0.9160 -0.616
C 1.0881 0.6544 -2.3973 0.025
C 0.2447 -0.4065 -3.1292 -0.416
C -1.2394 -0.2479 -2.9247 -0.059
C -1.9198 -1.0915 -2.0541 -0.190
C -3.2730 -0.9203 -1.7935 -0.291
C -3.9308 0.1142 -2.4238 0.399
F -5.2462 0.2936 -2.1809 -0.327
C -3.2917 0.9709 -3.2984 -0.276
C -1.9416 0.7832 -3.5428 -0.158
O 1.1144 1.7946 -3.2127 -0.528
C 1.9852 2.8036 -2.7398 -0.253
H 3.7115 -1.3727 0.2309 0.216
H 3.3638 0.1837 -0.5263 0.207
H 3.0874 -0.0270 1.1955 0.213
H 1.5622 -1.4933 -1.0243 0.199
H 1.3104 -1.7537 0.6674 0.212
H -0.2199 1.2766 1.4898 0.207
H -1.3458 0.2450 0.6353 0.219
H -0.3517 -1.7574 1.8457 0.215
H 1.8317 -0.8773 2.6641 0.207
H 0.9926 0.4364 3.4986 0.208
H 0.7699 -1.2455 4.0175 0.234
H -2.0131 0.3513 2.9151 0.406
H -3.4085 1.0791 4.5610 0.229
H -6.4926 0.2194 6.5361 0.491
H -3.8295 -3.8647 3.9981 0.221
H -3.2035 -3.8543 5.6477 0.217
H -4.9660 -3.8859 5.3735 0.223
H 2.1107 0.2778 -2.2715 0.178
H 0.5057 -0.3215 -4.1854 0.238
H 0.5456 -1.4028 -2.8032 0.208
H -1.3855 -1.8995 -1.5657 0.207
H -3.8132 -1.5730 -1.1212 0.230
H -3.8487 1.7712 -3.7658 0.230
H -1.4156 1.4597 -4.2037 0.227
H 1.9903 3.5942 -3.4862 0.197
H 1.6427 3.2114 -1.7868 0.190
H 3.0051 2.4140 -2.6282 0.157
```

As for the total charge: 0. Its relative energy (zero: lowest compared OMol25 entry of this formula, charge and spin) is 0.613 eV. As for the energy: -1398.1736 Ha. The value obtained for the LUMO energy is 0.6 eV. As for the SMILES: CCN(C[C@@H](C)NC(=O)c1cc(O)nn1C)C(=O)[C@@H](Cc1ccc(F)cc1)OC. Its gap between HOMO and LUMO is 9.426 eV.

[2]
ORCA calculation (ωB97M-V with the def2-TZVPD basis set) on a molecular structure, C20H27InO4Si.

```
53
Properties=species:S:1:pos:R:3:nbo_charge:R:1
In -0.0907 1.7288 -1.7307 0.915
C -1.0996 0.1906 1.7330 -0.091
C -2.2032 0.7586 0.8709 -0.110
O -1.7880 1.9245 0.1707 -0.614
C -1.9484 3.1605 0.8754 -0.100
C -1.2698 4.2288 0.0449 -0.096
O 0.0536 3.8213 -0.3228 -0.609
C 1.0022 3.8568 0.7425 -0.092
C 2.2367 3.1442 0.2496 -0.091
O 1.8749 1.8297 -0.2177 -0.629
C 2.3531 0.6935 0.4896 -0.109
C 1.3760 0.1970 1.5284 -0.090
O 0.0810 -0.2058 0.9263 -0.625
H -1.4485 -0.6836 2.2843 0.234
H -0.7532 0.9306 2.4506 0.215
H -3.0452 0.9845 1.5327 0.226
H -2.5476 0.0429 0.1284 0.239
H -1.5114 3.0829 1.8752 0.180
H -3.0091 3.3971 0.9871 0.224
H -1.2491 5.1790 0.5820 0.223
H -1.8026 4.3782 -0.8936 0.222
H 0.6025 3.3523 1.6281 0.169
H 1.2280 4.8932 1.0048 0.225
H 2.9855 3.0749 1.0396 0.215
H 2.6726 3.6747 -0.5966 0.225
H 3.2853 0.9277 1.0113 0.226
H 2.5727 -0.0694 -0.2535 0.243
H 1.1569 0.9823 2.2483 0.215
H 1.7868 -0.6600 2.0647 0.233
C -4.2498 -2.5876 -1.2416 -0.149
C -3.9219 -2.9364 0.0617 -0.198
C -2.6205 -2.7735 0.5105 -0.202
C -1.6314 -2.2595 -0.3407 -0.552
C -1.9772 -1.9300 -1.6584 -0.208
C -3.2787 -2.0905 -2.1035 -0.190
Si 0.0386 -2.0529 0.3623 1.667
C 1.5791 -2.2311 -0.5963 -0.555
C 2.6912 -2.7292 0.1003 -0.210
C 3.9054 -2.9078 -0.5434 -0.188
C 4.0228 -2.5946 -1.8911 -0.153
C 2.9279 -2.1141 -2.6002 -0.189
C 1.7133 -1.9355 -1.9596 -0.208
H -5.2646 -2.7169 -1.5941 0.244
H -4.6760 -3.3461 0.7202 0.245
H -2.3712 -3.0695 1.5243 0.225
H -1.2330 -1.5531 -2.3479 0.210
H -3.5375 -1.8427 -3.1242 0.241
H 0.1604 -2.6399 1.7064 -0.167
H 2.6065 -2.9990 1.1480 0.225
H 4.7541 -3.3031 -0.0017 0.244
H 4.9684 -2.7385 -2.3968 0.245
H 3.0220 -1.8925 -3.6548 0.241
H 0.8706 -1.5718 -2.5329 0.211
```

As for the total charge: +2. Its relative energy (zero: lowest compared OMol25 entry of this formula, charge and spin) is 0.010 eV. As for the energy: -1558.3330 Ha. The value obtained for the LUMO energy is -5.8 eV. Its gap between HOMO and LUMO is 9.419 eV.

[3]
ORCA calculation (ωB97M-V with the def2-TZVPD basis set) on a molecular structure, C20H27IrN2O3PS.

```
55
Properties=species:S:1:pos:R:3:lowdin_spin:R:1
C 0.3990 2.9247 -3.3546 0.028
C -0.8813 2.4635 -3.0290 0.014
C -1.1007 1.5430 -1.9838 0.056
C 0.0079 1.0786 -1.2224 0.141
C 1.3143 1.4995 -1.6140 0.023
C 1.5025 2.4198 -2.6597 0.013
C -2.5117 1.0242 -1.7767 0.035
C -2.5397 -0.4823 -1.4647 0.173
N -2.7695 -1.3111 -2.6460 0.635
Ir -0.0824 -0.2939 0.3060 1.850
C 2.5123 0.8325 -0.9608 0.022
P 1.9517 -0.9201 -0.6882 0.215
H -1.7457 2.8149 -3.6054 0.001
H 2.5186 2.7259 -2.9357 0.000
H 0.5374 3.6460 -4.1672 0.001
H 2.7309 1.2489 0.0411 0.000
H 3.4263 0.9083 -1.5775 0.002
H -2.9985 1.5419 -0.9371 0.007
H -3.1014 1.2419 -2.6842 0.001
H -1.6082 -0.7747 -0.9162 0.125
C 3.3178 -1.7616 0.2228 0.041
C 2.0127 -1.6649 -2.3738 0.049
H -3.3876 -0.6602 -0.7732 0.003
C -1.6041 -1.4306 -3.5100 0.059
C -3.3171 -2.6112 -2.2913 0.063
H 0.1031 -1.2323 1.8395 0.025
H -1.8671 -2.0190 -4.4065 0.003
H -1.2732 -0.4339 -3.8452 0.007
H -0.7364 -1.9323 -3.0120 0.035
H -3.5626 -3.1760 -3.2083 0.005
H -2.6185 -3.2382 -1.6821 0.037
H -4.2449 -2.4734 -1.7089 0.005
H 3.0300 -1.6237 -2.8015 0.007
H 1.6741 -2.7134 -2.3249 0.001
H 1.3172 -1.0984 -3.0147 0.002
H 4.2747 -1.6778 -0.3221 0.009
H 3.4226 -1.2979 1.2179 0.000
H 3.0709 -2.8285 0.3570 0.000
H -0.3871 -1.7202 1.3675 0.048
O 2.1668 3.4008 4.9448 0.185
S 2.1110 1.9282 4.5245 -0.038
O 3.5243 1.3277 4.5348 0.064
N 1.8977 2.1205 2.7908 0.381
C 0.8540 1.4995 2.3616 0.057
O 0.6408 1.4024 1.0112 0.407
C 0.0525 0.8200 3.4395 0.032
C -1.1698 0.1035 3.3732 0.065
C -1.6843 -0.5085 4.5314 0.000
C -1.0092 -0.3959 5.7592 0.048
C 0.1744 0.3466 5.8424 0.006
C 0.6662 0.9405 4.6808 0.017
H -1.7025 -0.0033 2.4360 0.032
H -2.6014 -1.0846 4.4856 -0.001
H -1.4032 -0.8802 6.6453 0.002
H 0.6974 0.4466 6.7840 0.000
```

As for the total charge: +2. Its relative energy (zero: lowest compared OMol25 entry of this formula, charge and spin) is 2.114 eV. As for the energy: -1956.4516 Ha. The value obtained for the LUMO energy (alpha / beta) is -6.8 / -10.5 eV. As for the multiplicity: 6. Its gap between HOMO and LUMO (alpha / beta) is 5.948 / 3.790 eV.

[4]
ORCA calculation (ωB97M-V with the def2-TZVPD basis set) on a molecular structure, C20H27MnN2O4P.

```
55
Properties=species:S:1:pos:R:3:lowdin_spin:R:1
C -2.8380 0.2220 -4.0917 0.010
C -2.6314 -1.0145 -3.4651 0.000
C -1.8671 -1.0918 -2.2799 0.017
C -1.3469 0.0738 -1.7347 0.039
C -1.5448 1.3093 -2.3566 0.018
C -2.3154 1.3892 -3.5245 0.000
C -1.6812 -2.4304 -1.6098 0.004
C -0.2476 -2.9714 -1.4280 0.004
N 0.8109 -1.9371 -1.2256 0.039
Mn 0.0132 -0.1463 -0.0941 4.541
C -0.8661 2.5341 -1.7961 0.008
P 0.7829 1.9957 -1.1340 0.060
H -3.0627 -1.9274 -3.8836 0.000
H -2.4713 2.3649 -3.9965 0.000
H -3.4161 0.2758 -5.0107 0.001
H -1.4143 2.9489 -0.9378 0.001
H -0.7661 3.3363 -2.5381 0.001
H -2.1440 -2.3963 -0.6097 0.001
H -2.2106 -3.2002 -2.1856 0.000
H -0.2226 -3.6201 -0.5399 0.000
C 1.4638 3.3808 -0.1639 0.011
C 1.7884 1.9735 -2.6707 0.013
H 0.0465 -3.5818 -2.3045 0.001
C 1.3827 -1.5236 -2.5208 0.007
C 1.9007 -2.4734 -0.3714 0.014
H 0.1472 1.1959 1.3004 0.043
H 1.8452 -2.3868 -3.0269 0.001
H 0.5961 -1.1075 -3.1579 0.000
H 2.1471 -0.7565 -2.3532 0.002
H 2.4701 -3.2514 -0.9053 0.003
H 2.5750 -1.6549 -0.0923 0.005
H 1.4685 -2.8757 0.5515 0.000
H 1.9035 2.9665 -3.1270 0.002
H 2.7801 1.5978 -2.3953 0.001
H 1.3688 1.3004 -3.4274 0.000
H 1.6096 4.2969 -0.7516 0.001
H 0.7985 3.5899 0.6817 0.001
H 2.4313 3.0517 0.2385 0.001
H 0.8998 0.9505 1.2686 0.044
O -2.4239 -0.2155 1.7546 0.021
C -1.5653 -1.0575 2.0653 0.013
O -0.6008 -1.4982 1.2921 0.068
C -1.4982 -1.6211 3.4646 0.001
C -0.6009 -2.6618 3.7639 0.001
C -0.3866 -3.0654 5.0744 0.000
C -1.1079 -2.4308 6.1060 0.000
C -2.0586 -1.4292 5.8256 0.000
C -2.2549 -1.0337 4.5054 0.001
N -0.8094 -2.7626 7.4561 0.000
O 0.0567 -3.6414 7.6714 0.000
O -1.4309 -2.1820 8.3740 0.000
H -0.0427 -3.1418 2.9579 0.000
H 0.3450 -3.8304 5.3236 0.000
H -2.5926 -0.9581 6.6533 0.000
H -2.9801 -0.2559 4.2669 0.000
```

As for the total charge: 0. As for the energy: -2681.0087 Ha. The value obtained for the LUMO energy (alpha / beta) is -0.8 / -0.8 eV. As for the multiplicity: 6. Its gap between HOMO and LUMO (alpha / beta) is 6.229 / 7.704 eV.